No. 1
Formula: C33H35BrF3N7O3PReS
Source: OMol25
Level of theory: wB97M-V/def2-TZVPD

Output
Net charge   +3
Highest occupied orbital energy (spin up / spin down)   -15.01 / -15.01 eV
<S²>   0.769
Orbital gap (spin up / spin down)   4.9416 / 5.4059 eV
Multiplicity   2

```
85
C33H35BrF3N7O3PReS wB97M-V/def2-TZVPD
Re -0.186 -0.508 0.675
O 2.196 -0.263 -2.883
C 3.320 0.340 -2.363
C 4.413 0.448 -3.207
C 5.578 1.053 -2.776
C 5.673 1.565 -1.486
C 4.582 1.472 -0.650
C 3.399 0.848 -1.064
C 2.266 0.834 -0.067
O 1.028 0.363 -0.558
N 2.622 -0.003 1.126
N 1.710 -0.975 1.301
C 1.959 -2.129 1.845
C 1.057 -3.225 1.623
Br 0.073 -2.975 -0.045
C 0.860 -4.356 2.317
C 1.325 -4.620 3.664
C 1.425 -5.958 4.068
C 1.900 -6.272 5.327
C 2.241 -5.257 6.211
C 2.111 -3.923 5.838
C 1.653 -3.605 4.574
H 1.505 -0.220 -2.212
H 4.323 0.052 -4.211
H 6.417 1.139 -3.454
H 6.579 2.050 -1.151
H 4.639 1.901 0.348
H 2.148 1.856 0.302
H 3.597 -0.248 1.253
H 2.904 -2.316 2.350
H 0.298 -5.151 1.837
H 1.164 -6.747 3.373
H 1.999 -7.307 5.626
H 2.587 -5.504 7.206
H 2.348 -3.139 6.544
H 1.491 -2.566 4.307
O -2.225 -0.400 0.112
N -3.137 -1.117 0.778
C -4.350 -1.296 0.203
C -5.334 -1.972 0.867
C -5.081 -2.469 2.152
C -3.837 -2.289 2.708
C -2.851 -1.607 1.993
S -1.256 -1.326 2.586
H -4.459 -0.883 -0.787
H -6.296 -2.105 0.394
H -5.854 -2.988 2.702
H -3.592 -2.661 3.694
C -2.450 3.147 -4.641
N -3.522 2.354 -3.858
C -3.846 1.085 -4.670
N -2.666 0.343 -4.909
C -1.688 1.142 -5.652
N -1.321 2.333 -4.889
C -0.543 2.017 -3.690
P -1.478 0.961 -2.463
C -3.036 2.001 -2.482
C -2.100 -0.280 -3.715
H -2.194 4.024 -4.048
H -2.918 3.458 -5.574
H -4.363 2.928 -3.785
H -4.289 1.422 -5.607
H -4.578 0.511 -4.104
H -2.125 1.446 -6.603
H -0.801 0.545 -5.848
H -0.222 2.943 -3.207
H 0.360 1.477 -3.985
H -2.866 2.929 -1.934
H -3.830 1.458 -1.968
H -2.852 -0.921 -3.248
H -1.268 -0.919 -4.015
F 2.814 4.976 2.399
C 1.548 5.139 2.808
F 1.551 5.353 4.119
F 1.039 6.199 2.186
C 0.786 3.873 2.455
C 0.142 3.761 1.233
C -0.315 2.523 0.842
N -0.135 1.414 1.587
C 0.391 1.560 2.819
C 0.862 2.766 3.285
H 0.028 4.616 0.582
H -0.791 2.369 -0.116
H 0.456 0.671 3.431
H 1.292 2.837 4.275
```

---

No. 2
Formula: C12H28N4O4
Source: OMol25
Level of theory: wB97M-V/def2-TZVPD

Output
Highest occupied orbital energy   -9.34 eV
Orbital gap   9.8415 eV

```
48
C12H28N4O4 wB97M-V/def2-TZVPD
C -3.158 0.895 -1.999
N -3.969 0.180 -1.029
C -4.998 -0.558 -1.760
C -4.004 0.634 0.242
O -4.699 0.144 1.129
H -2.679 0.139 -2.621
H -2.447 1.608 -1.583
H -3.851 1.472 -2.612
H -5.569 -1.155 -1.049
H -5.728 -0.012 -2.358
H -4.626 -1.230 -2.534
H -3.442 1.581 0.226
C -2.038 -0.773 7.004
N -1.965 -0.773 5.567
C -2.573 0.408 4.987
C -1.136 -1.696 4.863
O -0.941 -1.729 3.670
H -2.977 -0.304 7.296
H -1.289 -0.068 7.365
H -2.016 -1.771 7.441
H -2.323 0.374 3.927
H -3.637 0.645 4.997
H -2.110 1.297 5.415
H -0.752 -2.518 5.486
C 6.156 0.606 -3.531
N 5.854 -0.579 -4.233
C 4.610 -1.197 -3.842
C 6.564 -0.802 -5.366
O 6.575 -1.898 -5.954
H 6.636 1.378 -4.133
H 6.813 0.498 -2.668
H 5.304 1.229 -3.262
H 3.830 -0.762 -3.216
H 4.237 -1.845 -4.635
H 4.821 -2.065 -3.217
H 7.156 0.081 -5.652
C 0.211 0.084 0.978
N 0.264 0.890 -0.215
C 0.815 0.224 -1.406
C -0.075 2.149 -0.212
O 0.081 2.923 -1.207
H -0.476 -0.749 0.827
H -0.199 0.479 1.908
H 1.209 -0.131 1.358
H 1.037 0.916 -2.219
H 1.793 -0.164 -1.120
H 0.182 -0.570 -1.800
H -0.473 2.513 0.748
```

---

Looking at ΔE to the lowest compared entry with this formula, charge and spin for the records above, in order, we have 64.54, 106.24 kcal/mol.